The following is a quantum chemistry calculation of a cluster of 2 separate species, C32H37N2Si in total in a non-equilibrium geometry, from the OMol25 dataset.

Last column: Löwdin charge in e.
Positions of all 72 atoms, in Å:
Si: -1.495 0.994 -0.803  0.73
N: 1.196 0.296 -1.440  -0.07
N: 2.700 -2.200 -0.371  -0.13
C: 3.944 -0.760 5.573  -0.04
C: -1.003 1.847 0.778  -0.26
C: 3.766 0.101 3.207  -0.02
C: -4.737 1.860 -3.235  -0.07
C: 3.266 0.008 1.912  -0.03
C: -3.513 1.383 -2.750  -0.09
C: -1.422 -1.829 -1.298  -0.13
C: 1.890 -1.362 0.281  0.00
C: 2.243 -0.928 1.621  -0.23
C: -3.672 2.884 -0.859  -0.09
C: -2.126 -0.769 -0.712  -0.24
C: 1.226 0.211 -3.845  -0.15
C: -3.437 -0.995 -0.253  -0.08
C: -0.476 1.895 3.148  -0.08
C: 2.182 -1.563 3.957  -0.02
C: 0.003 0.999 -1.920  -0.36
C: 3.291 -0.746 4.221  -0.25
C: 4.093 -2.340 0.073  0.00
C: -0.309 3.285 3.092  -0.08
C: -0.458 3.956 1.873  -0.07
C: -0.815 1.178 1.995  -0.10
C: 2.169 -3.310 -1.173  0.00
C: -4.891 3.372 -1.350  -0.07
C: -5.427 2.856 -2.534  -0.08
C: -0.788 3.234 0.721  -0.11
C: -3.377 -3.263 -1.100  -0.07
C: 2.123 0.203 -2.593  -0.18
C: -2.038 -3.076 -1.472  -0.08
C: 1.625 -1.618 2.691  -0.01
C: -4.077 -2.216 -0.490  -0.06
C: -2.981 1.874 -1.546  -0.24
C: -0.206 0.486 -3.355  -0.17
H: -1.463 -3.887 -1.911  0.10
H: -0.343 1.370 4.099  0.11
H: 1.629 0.762 -0.645  0.11
H: 1.333 -2.974 -1.798  0.09
H: -3.867 -4.223 -1.276  0.11
H: -5.425 4.146 -0.795  0.11
H: 4.159 -2.602 1.141  0.11
H: 2.746 -0.695 -2.498  0.09
H: 5.033 -0.882 5.508  0.09
H: 1.541 1.023 -4.505  0.11
H: -3.970 -0.188 0.252  0.11
H: 4.659 -1.416 -0.096  0.11
H: -5.156 1.441 -4.152  0.11
H: -0.948 0.096 2.043  0.09
H: -6.384 3.222 -2.909  0.11
H: 2.792 1.089 -2.607  0.12
H: 3.555 -1.603 6.150  0.08
H: -5.120 -2.344 -0.190  0.11
H: 4.558 -3.148 -0.506  0.10
H: -3.269 3.276 0.076  0.09
H: 2.968 -3.699 -1.815  0.10
H: -0.394 -1.661 -1.623  0.06
H: 0.780 -2.274 2.476  0.13
H: 0.222 2.083 -1.959  0.12
H: 1.776 -2.161 4.773  0.12
H: -0.763 1.214 -3.965  0.12
H: 4.554 0.821 3.451  0.13
H: -0.909 3.757 -0.231  0.11
H: 0.830 -1.389 0.020  0.11
H: 1.824 -4.137 -0.531  0.12
H: -0.054 3.846 3.994  0.11
H: 3.735 0.162 6.128  0.09
H: 3.703 0.580 1.090  0.12
H: -0.330 5.039 1.816  0.11
H: -2.995 0.593 -3.301  0.10
H: -0.781 -0.455 -3.344  0.09
H: 1.306 -0.729 -4.402  0.11

* energy: -1640.347459 a.u.
* total charge: +1
* Kohn-Sham gap: 7.42 eV